Computed, not measured: one molecule with the formula C4H5NO2 at a distorted geometry, with ωB97M-V with the def2-TZVPD basis set.

The value obtained for the HOMO-LUMO gap is 8.89 eV. As for the SMILES: Nc1cc(O)co1.

Structure (XYZ):
```
12
C4H5NO2, DFT ωB97M-V with the def2-TZVPD basis set
N -2.24 -0.27 -0.37
C -0.96 0.06 0.07
C 0.16 -0.72 0.03
C 1.27 0.16 0.11
O 2.59 -0.17 0.04
C 0.79 1.42 0.23
O -0.58 1.40 0.17
H -3.01 -0.42 0.27
H -2.24 -0.91 -1.14
H 0.20 -1.79 -0.10
H 2.67 -1.09 0.32
H 1.35 2.34 0.37
```

Computed, not measured: one molecule with the formula C4H5NO2 at a distorted geometry, with ωB97M-V with the def2-TZVPD basis set.

The value obtained for the HOMO-LUMO gap (alpha / beta) is 7.26 / 7.84 eV.

Structure (XYZ):
```
12
C4H5NO2, DFT ωB97M-V with the def2-TZVPD basis set
O 1.35 1.42 0.98
C 1.92 0.39 0.49
C 1.00 -0.60 -0.05
O 1.26 -1.67 -0.57
N -0.25 -0.02 0.09
C -1.46 -0.55 -0.54
C -0.32 1.32 0.39
H 3.01 0.25 0.34
H -2.13 -1.07 0.17
H -1.15 -1.22 -1.34
H -1.98 0.30 -0.97
H -1.26 1.44 1.01
```

Computed, not measured: a 2-piece molecular cluster, C4H5NO2 overall, with ωB97M-V with the def2-TZVPD basis set.

The value obtained for the HOMO-LUMO gap is 10.22 eV.

Structure (XYZ):
```
12
C4H5NO2, DFT ωB97M-V with the def2-TZVPD basis set
O 1.73 1.63 1.93
C 1.46 0.86 1.08
N 1.30 0.14 0.13
C 0.43 -0.94 -0.26
C -1.02 -0.70 0.08
O -1.31 -0.45 1.48
C -1.51 0.57 0.70
H 0.04 1.54 -1.75
H 0.78 -1.87 0.21
H 0.51 -1.07 -1.34
H -1.74 -1.37 -0.40
H -0.69 1.67 -1.84
```

Computed, not measured: one molecule with the formula C4H5NO2, with ωB97M-V with the def2-TZVPD basis set.

The value obtained for the HOMO-LUMO gap is 10.73 eV. As for the SMILES: O=CN1CCC1=O.

Structure (XYZ):
```
12
C4H5NO2, DFT ωB97M-V with the def2-TZVPD basis set
O 2.32 1.61 0.24
C 1.87 0.51 0.01
N 0.54 0.24 -0.25
C -0.19 -1.03 -0.18
C -1.46 -0.23 0.16
C -0.62 1.03 -0.08
O -0.80 2.21 -0.12
H 2.48 -0.42 0.02
H -0.23 -1.54 -1.15
H 0.17 -1.72 0.59
H -1.74 -0.30 1.22
H -2.35 -0.36 -0.46
```

Computed, not measured: C4H5NO2 as an isolated structure at a distorted geometry, with ωB97M-V with the def2-TZVPD basis set.

The value obtained for the HOMO-LUMO gap is 8.68 eV.

Structure (XYZ):
```
12
C4H5NO2, DFT ωB97M-V with the def2-TZVPD basis set
C 0.43 0.41 -1.52
C -0.12 0.01 -0.19
C -0.63 -1.22 0.24
O -0.97 -1.39 1.44
C 0.38 0.33 1.73
O 1.16 0.04 2.53
N -0.27 1.04 0.85
H -0.19 1.17 -2.02
H 1.45 0.81 -1.45
H 0.47 -0.47 -2.17
H -0.70 -2.04 -0.49
H -1.21 1.35 1.11
```

Computed, not measured: one molecule with the formula C4H5NO2, with ωB97M-V with the def2-TZVPD basis set.

The value obtained for the HOMO-LUMO gap is 9.63 eV. As for the SMILES: NC#C[C@H](O)C=O.

Structure (XYZ):
```
12
C4H5NO2, DFT ωB97M-V with the def2-TZVPD basis set
N -0.44 0.00 -2.76
C -0.38 0.13 -1.43
C -0.33 0.26 -0.22
C -0.20 -0.01 1.21
O -0.12 1.13 2.04
C 1.10 -0.80 1.45
O 1.24 -1.96 1.15
H 0.32 0.34 -3.32
H -1.35 -0.04 -3.20
H -1.03 -0.66 1.51
H -0.69 1.81 1.66
H 1.90 -0.20 1.92
```

Computed, not measured: one molecule with the formula C4H5NO2 at a distorted geometry, with ωB97M-V with the def2-TZVPD basis set.

The value obtained for the HOMO-LUMO gap is 10.70 eV. As for the SMILES: O=C[C@H]1CN=CO1.

Structure (XYZ):
```
12
C4H5NO2, DFT ωB97M-V with the def2-TZVPD basis set
O -2.14 0.10 1.00
C -1.62 -0.33 0.00
C -0.44 0.36 -0.53
C 0.59 0.97 0.40
N 1.59 -0.05 0.68
C 1.34 -1.07 -0.04
O 0.27 -1.11 -0.86
H -2.02 -1.20 -0.53
H -0.81 1.11 -1.28
H 1.06 1.81 -0.12
H 0.18 1.35 1.33
H 2.00 -1.94 -0.05
```

Computed, not measured: a 2-piece molecular cluster, C4H5NO2 overall at a distorted geometry, with ωB97M-V with the def2-TZVPD basis set.

The value obtained for the HOMO-LUMO gap is 10.38 eV. As for the SMILES: O=CCC=O.C#N.

Structure (XYZ):
```
12
C4H5NO2, DFT ωB97M-V with the def2-TZVPD basis set
O -2.68 1.03 -0.02
C -1.81 0.38 0.51
C -0.32 0.75 0.49
C -0.10 0.13 -0.86
O -0.03 -1.07 -1.01
H -2.02 -0.62 0.95
H -0.17 1.84 0.50
H 0.23 0.25 1.29
H -0.22 0.83 -1.71
C 2.38 -1.20 -0.06
N 2.61 -0.24 0.54
H 2.13 -2.08 -0.62
```

Computed, not measured: one molecule with the formula C4H5NO2, with ωB97M-V with the def2-TZVPD basis set.

The value obtained for the HOMO-LUMO gap is 11.31 eV. As for the SMILES: CC1=NC(=O)OC1.

Structure (XYZ):
```
12
C4H5NO2, DFT ωB97M-V with the def2-TZVPD basis set
C 1.62 0.67 0.00
C 0.20 0.29 0.00
N -0.78 1.10 0.00
C -1.97 0.37 0.00
O -3.08 0.80 0.00
O -1.69 -0.97 0.00
C -0.29 -1.14 0.00
H 1.72 1.75 0.00
H 2.11 0.26 0.88
H 2.12 0.25 -0.88
H 0.02 -1.69 -0.89
H 0.02 -1.69 0.89
```

Computed, not measured: a 2-piece molecular cluster, C4H5NO2 overall at a distorted geometry, with ωB97M-V with the def2-TZVPD basis set.

The value obtained for the HOMO-LUMO gap is 11.02 eV.

Structure (XYZ):
```
12
C4H5NO2, DFT ωB97M-V with the def2-TZVPD basis set
O -1.06 3.39 -0.67
C -0.68 2.65 0.10
C -0.71 -0.74 0.74
C -0.22 -1.51 -0.43
N 0.72 -0.83 0.43
C 1.39 0.29 -0.06
O 1.53 0.55 -1.23
H -1.04 -1.24 1.65
H -1.20 0.21 0.53
H -0.36 -1.08 -1.42
H -0.19 -2.59 -0.37
H 1.83 0.90 0.74
```

Computed, not measured: one molecule with the formula C4H5NO2, with ωB97M-V with the def2-TZVPD basis set.

The value obtained for the HOMO-LUMO gap (alpha / beta) is 7.16 / 7.16 eV.

Structure (XYZ):
```
12
C4H5NO2, DFT ωB97M-V with the def2-TZVPD basis set
O -2.13 -0.86 1.24
C -2.00 -0.60 0.07
C -0.66 -0.39 -0.54
O -0.52 -0.22 -1.83
N 0.44 -0.26 0.15
C 1.56 0.42 -0.39
C 1.13 0.64 1.05
H -2.85 -0.49 -0.63
H 0.39 0.31 -1.83
H 2.43 -0.23 -0.50
H 1.61 0.13 1.89
H 0.59 1.55 1.32
```

Computed, not measured: one molecule with the formula C4H5NO2, with ωB97M-V with the def2-TZVPD basis set.

The value obtained for the HOMO-LUMO gap is 8.67 eV. As for the SMILES: COC1=C=CON1.

Structure (XYZ):
```
12
C4H5NO2, DFT ωB97M-V with the def2-TZVPD basis set
C 0.64 1.07 1.59
O 0.99 0.98 0.22
C 0.34 0.09 -0.53
C 0.72 -0.37 -1.80
C -0.31 -1.24 -1.99
O -1.26 -1.35 -0.99
N -0.77 -0.52 -0.02
H -0.37 1.46 1.74
H 0.74 0.10 2.08
H 1.35 1.78 2.03
H -0.55 -1.94 -2.79
H -1.53 -0.05 0.46
```

Computed, not measured: one molecule with the formula C4H5NO2, with ωB97M-V with the def2-TZVPD basis set.

The value obtained for the HOMO-LUMO gap is 8.90 eV.

Structure (XYZ):
```
12
C4H5NO2, DFT ωB97M-V with the def2-TZVPD basis set
C -0.63 2.02 -0.16
O 0.08 1.08 -1.01
C 0.47 -0.14 -0.37
N 1.52 0.61 -0.32
O 1.72 -2.08 0.97
C 0.57 -2.27 0.60
C -0.21 -1.27 -0.10
H -0.67 1.63 0.86
H -0.08 2.96 -0.21
H -1.63 2.12 -0.58
H 0.07 -3.24 0.79
H -1.22 -1.42 -0.44
```

Computed, not measured: one molecule with the formula C4H5NO2, with ωB97M-V with the def2-TZVPD basis set.

The value obtained for the HOMO-LUMO gap is 9.40 eV.

Structure (XYZ):
```
12
C4H5NO2, DFT ωB97M-V with the def2-TZVPD basis set
O 1.37 2.89 0.90
C 0.27 1.37 -0.56
N 0.25 0.21 0.03
C 0.13 -1.05 -0.68
C -0.75 -2.00 0.11
O -1.08 -1.78 1.25
C 0.35 2.51 0.35
H 0.28 0.09 1.05
H 1.11 -1.53 -0.81
H -0.28 -0.86 -1.67
H -1.06 -2.92 -0.41
H -0.60 3.08 0.42
```

Computed, not measured: one molecule with the formula C4H5NO2, with ωB97M-V with the def2-TZVPD basis set.

The value obtained for the HOMO-LUMO gap (alpha / beta) is 7.13 / 7.16 eV.

Structure (XYZ):
```
12
C4H5NO2, DFT ωB97M-V with the def2-TZVPD basis set
O -0.71 -0.73 2.30
C -1.42 -0.40 1.37
C -0.91 -0.21 0.01
O -1.75 -0.02 -1.02
N 0.35 -0.10 -0.28
C 1.05 0.40 -1.35
C 1.69 0.35 0.02
H -2.51 -0.22 1.47
H -1.21 0.50 -1.67
H 1.33 -0.31 -2.14
H 2.36 -0.45 0.33
H 1.76 1.27 0.59
```

Computed, not measured: one molecule with the formula C4H5NO2, with ωB97M-V with the def2-TZVPD basis set.

The value obtained for the HOMO-LUMO gap is 9.53 eV.

Structure (XYZ):
```
12
C4H5NO2, DFT ωB97M-V with the def2-TZVPD basis set
N 1.09 1.44 0.84
C 0.86 0.89 -0.32
C -1.76 -0.29 -0.72
C -1.01 -1.09 0.02
O 0.27 -1.49 -0.32
C 1.25 -0.54 -0.40
O 2.39 -0.86 -0.63
H 0.96 2.43 0.96
H 1.46 0.96 1.67
H -2.76 -0.03 -0.40
H -1.39 0.14 -1.65
H -1.35 -1.55 0.94
```

Computed, not measured: one molecule with the formula C4H5NO2, with ωB97M-V with the def2-TZVPD basis set.

The value obtained for the HOMO-LUMO gap is 11.24 eV. As for the SMILES: O=C1CCN=CO1.

Structure (XYZ):
```
12
C4H5NO2, DFT ωB97M-V with the def2-TZVPD basis set
O -0.66 -1.49 -2.00
C -0.49 -0.87 -0.99
C 0.85 -0.46 -0.43
C 0.81 0.82 0.42
N -0.44 1.04 1.12
C -1.44 0.34 0.81
O -1.58 -0.57 -0.21
H 1.19 -1.31 0.18
H 1.54 -0.38 -1.27
H 1.03 1.71 -0.18
H 1.58 0.78 1.19
H -2.38 0.41 1.36
```

Computed, not measured: a 2-piece molecular cluster, C4H5NO2 overall at a distorted geometry, with ωB97M-V with the def2-TZVPD basis set.

The value obtained for the HOMO-LUMO gap is 10.11 eV. As for the SMILES: C=CC=O.N=C=O.

Structure (XYZ):
```
12
C4H5NO2, DFT ωB97M-V with the def2-TZVPD basis set
C 1.44 -0.39 0.05
C 0.99 0.68 -0.58
C 0.18 1.74 0.12
O -0.16 1.71 1.28
H 2.03 -1.17 -0.46
H 1.21 -0.57 1.09
H 1.23 0.87 -1.62
H -0.13 2.61 -0.51
N -0.84 -1.70 0.47
C -1.70 -1.12 -0.21
O -2.65 -0.71 -0.72
H -1.58 -1.96 1.10
```

Computed, not measured: one molecule with the formula C4H5NO2 at a distorted geometry, with ωB97M-V with the def2-TZVPD basis set.

The value obtained for the HOMO-LUMO gap is 9.43 eV. As for the SMILES: O=C=CON1CC1.

Structure (XYZ):
```
12
C4H5NO2, DFT ωB97M-V with the def2-TZVPD basis set
O 2.47 -1.11 -1.52
C 2.23 -0.50 -0.55
C 1.92 0.24 0.51
O 0.70 -0.12 1.15
N -0.20 -0.36 0.00
C -1.66 -0.63 0.15
C -1.16 0.72 -0.18
H 2.33 1.25 0.58
H -2.14 -0.84 1.10
H -2.07 -1.22 -0.68
H -1.22 1.12 -1.19
H -1.21 1.45 0.62
```

Computed, not measured: one molecule with the formula C4H5NO2 at a distorted geometry, with ωB97M-V with the def2-TZVPD basis set.

The value obtained for the HOMO-LUMO gap is 10.12 eV. As for the SMILES: O[C@@H]1[C@@H]2C=NO[C@H]12.

Structure (XYZ):
```
12
C4H5NO2, DFT ωB97M-V with the def2-TZVPD basis set
O 0.84 0.88 1.50
C -0.27 0.13 1.05
C -0.04 -0.76 -0.12
C 0.76 -0.26 -1.34
N 0.51 0.96 -1.64
O -0.66 1.37 -1.09
C -1.00 0.39 -0.09
H 1.71 0.28 1.32
H -0.83 -0.31 1.84
H -0.54 -1.81 -0.03
H 1.65 -0.92 -1.61
H -2.14 0.06 0.20
```

Looking at molecular weight for the records above, in order, we have 99.1, 99.1, 99.1, 99.1, 99.1, 99.1, 99.1, 99.1, 99.1, 99.1, 99.1, 99.1, 99.1, 99.1, 99.1, 99.1, 99.1, 99.1, 99.1, 99.1 g/mol.
Looking at relative energy (zero: lowest compared OMol25 entry of this formula, charge and spin) for the records above, in order, we have 136.7, 408.0, 452.2, 72.1, 275.1, 275.2, 222.6, 214.7, 12.8, 186.2, 460.1, 466.3, 519.7, 294.3, 444.5, 287.9, 44.1, 211.7, 504.3, 502.5 kJ/mol.